(1)
Formula: C33H56BrFN3O9
Source: the OMol25 dataset
Level of theory: ωB97M-V with the def2-TZVPD basis set

Bonds (Å) are listed after each position.
Geometry (Å):
1 C 4.159 1.886 -4.871  C2 1.196, H30 1.064
2 C 3.376 1.403 -5.634  C1 1.196, C3 1.463
3 C 2.421 0.786 -6.555  C2 1.463, C4 1.536, H31 1.090, H32 1.093
4 C 0.966 1.146 -6.218  C3 1.536, C5 1.534, H33 1.090, H34 1.091
5 C 0.238 0.226 -5.230  C4 1.534, C6 1.537, H35 1.092, H36 1.092
6 C 0.451 0.658 -3.770  C5 1.537, C7 1.552, C21 1.538, H37 1.093
7 C -0.402 1.906 -3.420  C6 1.552, C8 1.524, H38 1.086, H39 1.086
8 C -0.471 1.935 -1.898  C7 1.524, C9 1.538, C11 1.528, N15 1.533
9 C -1.892 2.277 -1.418  C8 1.538, N10 1.463, H40 1.094, H41 1.087
10 N -1.941 2.419 0.038  C9 1.463, H42 1.012, H43 1.015
11 C 0.470 2.991 -1.318  C8 1.528, C12 1.512, H44 1.093, H45 1.086
12 C 0.179 4.392 -1.806  C11 1.512, O13 1.195, O14 1.368
13 O -0.612 5.100 -1.256  C12 1.195
14 O 0.944 4.817 -2.857  C12 1.368, H46 0.966
15 N -0.151 0.508 -1.436  C8 1.533, C16 1.514, C21 1.562, H47 1.027
16 C 0.478 0.305 -0.073  N15 1.514, C17 1.536, H48 1.088, H49 1.087
17 C 1.974 0.557 0.164  C16 1.536, O18 1.417, C19 1.548, H50 1.095
18 O 2.436 -0.688 0.658  C17 1.417, H51 0.963
19 C 2.264 1.667 1.202  C17 1.548, N20 1.447, H52 1.092, H53 1.090
20 N 3.535 1.552 1.884  C19 1.447, H54 1.011, H55 1.012
21 C 0.265 -0.381 -2.651  C6 1.538, N15 1.562, C22 1.548, C26 1.555
22 C 1.515 -1.266 -2.433  C21 1.548, C23 1.541, H56 1.088, H57 1.090
23 C 2.902 -0.742 -2.853  C22 1.541, C24 1.511, F25 1.409, H58 1.089
24 C 3.360 -1.353 -4.157  C23 1.511, H59 1.086, H60 1.092, H61 1.088
25 F 3.828 -1.171 -1.882  C23 1.409
26 C -0.871 -1.394 -2.971  C21 1.555, Br27 1.958, C28 1.547, H62 1.086
27 Br -2.590 -0.562 -3.401  C26 1.958
28 C -1.075 -2.433 -1.843  C26 1.547, C29 1.525, H63 1.089, H64 1.091
29 C -2.437 -3.117 -1.798  C28 1.525, H65 1.090, H66 1.089, H67 1.085
30 H 4.851 2.313 -4.184  C1 1.064
31 H 2.590 -0.289 -6.614  C3 1.090
32 H 2.641 1.179 -7.550  C3 1.093
33 H 0.392 1.138 -7.144  C4 1.090
34 H 0.960 2.172 -5.848  C4 1.091
35 H -0.823 0.325 -5.468  C5 1.092
36 H 0.486 -0.824 -5.402  C5 1.092
37 H 1.462 1.072 -3.751  C6 1.093
38 H 0.181 2.726 -3.828  C7 1.086
39 H -1.388 1.868 -3.874  C7 1.086
40 H -2.241 3.173 -1.939  C9 1.094
41 H -2.574 1.477 -1.697  C9 1.087
42 H -2.886 2.233 0.349  N10 1.012
43 H -1.715 3.376 0.290  N10 1.015
44 H 1.504 2.748 -1.578  C11 1.093
45 H 0.416 3.019 -0.233  C11 1.086
46 H 0.393 4.917 -3.644  O14 0.966
47 H -1.096 0.165 -1.229  N15 1.027
48 H -0.151 0.864 0.616  C16 1.088
49 H 0.330 -0.748 0.157  C16 1.087
50 H 2.482 0.839 -0.765  C17 1.095
51 H 3.380 -0.783 0.496  O18 0.963
52 H 1.460 1.709 1.939  C19 1.092
53 H 2.278 2.635 0.701  C19 1.090
54 H 3.538 0.788 2.545  N20 1.011
55 H 4.305 1.438 1.238  N20 1.012
56 H 1.592 -1.579 -1.394  C22 1.088
57 H 1.366 -2.188 -2.996  C22 1.090
58 H 2.973 0.345 -2.872  C23 1.089
59 H 4.291 -0.918 -4.509  C24 1.086
60 H 3.517 -2.417 -3.969  C24 1.092
61 H 2.578 -1.276 -4.908  C24 1.088
62 H -0.577 -1.910 -3.880  C26 1.086
63 H -0.314 -3.201 -1.969  C28 1.089
64 H -0.940 -1.927 -0.886  C28 1.091
65 H -2.342 -4.017 -1.190  C29 1.090
66 H -2.782 -3.432 -2.782  C29 1.089
67 H -3.172 -2.494 -1.300  C29 1.085
68 O -2.792 -1.861 1.122  C69 1.202
69 C -2.223 -1.239 1.979  O68 1.202, O70 1.353, C73 1.513
70 O -2.388 0.097 2.123  C69 1.353, C71 1.445
71 C -1.507 0.598 3.154  O70 1.445, C72 1.523, H74 1.092, H75 1.085
72 C -1.178 -0.614 4.015  C71 1.523, C73 1.527, H76 1.087, H77 1.090
73 C -1.229 -1.751 2.997  C69 1.513, C72 1.527, H78 1.092, H79 1.083
74 H -0.621 1.019 2.674  C71 1.092
75 H -2.013 1.387 3.700  C71 1.085
76 H -0.227 -0.520 4.534  C72 1.087
77 H -1.957 -0.756 4.764  C72 1.090
78 H -0.268 -1.906 2.502  C73 1.092
79 H -1.560 -2.692 3.418  C73 1.083
80 O 0.354 3.778 5.638  C81 1.194
81 C -0.799 3.977 5.873  O80 1.194, O82 1.361, C85 1.515
82 O -1.783 3.267 5.257  C81 1.361, C83 1.440
83 C -3.079 3.771 5.634  O82 1.440, C84 1.525, H86 1.092, H87 1.087
84 C -2.854 4.488 6.961  C83 1.525, C85 1.528, H88 1.087, H89 1.090
85 C -1.422 4.997 6.805  C81 1.515, C84 1.528, H90 1.091, H91 1.086
86 H -3.425 4.448 4.850  C83 1.092
87 H -3.767 2.932 5.706  C83 1.087
88 H -3.589 5.265 7.152  C84 1.087
89 H -2.901 3.769 7.780  C84 1.090
90 H -1.379 5.972 6.316  C85 1.091
91 H -0.867 5.040 7.737  C85 1.086
92 O -0.018 -4.251 4.086  C93 1.198
93 C -0.256 -5.393 3.809  O92 1.198, O94 1.351, C97 1.516
94 O 0.048 -5.913 2.600  C93 1.351, C95 1.441
95 C -0.438 -7.266 2.499  O94 1.441, C96 1.524, H98 1.092, H99 1.087
96 C -0.583 -7.745 3.939  C95 1.524, C97 1.528, H100 1.087, H101 1.090
97 C -0.933 -6.446 4.664  C93 1.516, C96 1.528, H102 1.092, H103 1.086
98 H -1.393 -7.246 1.971  C95 1.092
99 H 0.276 -7.843 1.917  C95 1.087
100 H -1.321 -8.535 4.052  C96 1.087
101 H 0.374 -8.121 4.302  C96 1.090
102 H -2.006 -6.246 4.662  C97 1.092
103 H -0.562 -6.398 5.683  C97 1.086

The calculation puts the lowest unoccupied orbital energy at -1.8 eV. The calculation puts the HOMO energy at -11.72 eV. The calculation puts the HOMO-LUMO gap at 9.92 eV. Its total energy is -4806.10360 hartree. Its charge is +1.

---

(2)
Formula: C3H10N2
Source: the OMol25 dataset
Level of theory: ωB97M-V with the def2-TZVPD basis set

Bonds (Å) are listed after each position.
Geometry (Å):
1 C 0.501 -2.580 1.880  C2 1.325, H4 1.081, H5 1.079
2 C -0.507 -1.991 1.253  C1 1.325, N3 1.397, H6 1.085
3 N -1.252 -2.591 0.235  C2 1.397, H7 1.004, H8 1.012
4 H 0.888 -3.540 1.569  C1 1.081
5 H 1.074 -1.996 2.583  C1 1.079
6 H -0.844 -1.013 1.581  C2 1.085
7 H -1.592 -3.529 0.348  N3 1.004
8 H -1.867 -2.034 -0.342  N3 1.012
9 C -0.026 2.727 -1.161  N10 1.459, H11 1.084, H12 1.103, H13 1.093
10 N 1.373 2.534 -1.529  C9 1.459, H14 1.004, H15 1.018
11 H -0.705 2.401 -1.940  C9 1.084
12 H -0.271 3.772 -0.908  C9 1.103
13 H -0.266 2.193 -0.238  C9 1.093
14 H 1.530 2.679 -2.510  N10 1.004
15 H 1.963 2.968 -0.821  N10 1.018

The calculation puts the lowest unoccupied orbital energy at 1.0 eV. The calculation puts the HOMO energy at -8.28 eV. The energy relative to the best compared isomer or geometry (same formula, charge and spin) is 129.7 kJ/mol. The calculation puts the HOMO-LUMO gap at 9.28 eV. Its total energy is -229.75986 hartree. Its structure (SMILES) is C=CN.CN.